DFT (wB97M-V/def2-TZVPD) results for a gas-phase ion, C7H8N3O3 (charge -1).

```
21
Properties=species:S:1:pos:R:3:forces:R:3
O -1.9943 1.6649 -1.3281 0.6 -1.7 1.1
O -0.8407 -2.9333 -0.6090 0.2 2.2 -0.4
O 0.8040 2.9354 -0.5303 -1.4 -0.9 -1.9
N 1.9842 -2.0595 -0.2550 3.0 -2.6 -0.2
N -0.2364 0.8003 -0.1040 -0.6 0.3 -1.7
N -0.4482 -0.0409 2.4855 -0.1 -0.7 -0.1
C 0.1191 2.0952 0.4028 -1.2 -0.6 0.4
C 0.1158 -0.8366 1.6138 2.0 0.3 0.8
C 1.5110 -0.9238 -0.5163 0.6 1.2 -1.2
C 0.4470 -0.3591 0.2608 -2.2 -1.2 0.6
C -1.6932 -0.7282 -1.2525 -1.4 1.7 -1.3
C -0.9901 -1.7488 -0.7679 0.2 -2.2 0.9
C -1.4029 0.6493 -0.8632 0.9 1.7 -1.3
H -0.6117 -0.2837 3.5020 0.6 -0.7 -1.9
H 0.6987 -1.8097 1.7135 -1.2 0.7 0.8
H 2.8436 -2.3266 -0.8653 -2.2 0.8 1.1
H 1.9451 -0.3924 -1.4101 -0.9 0.3 0.8
H -0.8633 2.4637 0.7765 0.8 0.7 -0.4
H 0.3404 2.7496 -1.4336 1.0 0.6 2.5
H 0.7314 1.8585 1.2678 0.4 0.6 0.0
H -2.4596 -0.7743 -2.0874 0.9 -0.5 1.4
```
Positions in Å, forces in eV/Å.

Results
* energy above the lowest of the compared OMol25 structures with the same formula, charge and spin: 29.62 kcal per mole
* E: -661.50826 hartree
* M: 182.16 g mol⁻¹
* net charge: -1
* HOMO: -3.9 eV